Entry 1:
Entry from the OMol25 dataset: C13H33ClIN4P2W as an isolated structure at a distorted geometry (the ωB97M-V functional and the def2-TZVPD basis).

Calculated values
Spin multiplicity   3
HOMO-LUMO gap (alpha / beta)   0.2520 / 0.2423 Eh
Total charge   +3
<S²>   2.013
Highest occupied orbital energy (alpha / beta)   -0.65537 / -0.64695 Ha

Last column: Mulliken spin population.
Atoms and positions in Å:
C: 0.52016 -1.38496 -2.37106  0.12
I: -0.01683 -3.29322 -0.75987  0.87
H: 0.81060 -0.52201 -3.00059  0.01
H: 1.44530 -1.53194 -1.78580  0.01
H: -0.34052 -0.96241 -1.80867  -0.02
W: -0.95163 1.53398 1.41252  1.01
P: 0.07283 -2.65387 -3.61292  0.00
C: 1.20962 -4.06249 -3.59027  0.01
C: -1.68358 -3.09714 -3.62768  0.01
H: -1.81461 -4.02609 -4.21041  0.00
H: 0.21516 -2.71280 -6.00222  0.00
H: -2.27604 -2.30910 -4.11891  0.00
H: -0.16675 -1.05853 -5.45135  0.00
H: 1.25950 -4.58925 -2.62544  0.00
H: -2.09118 -3.27108 -2.62254  -0.01
C: 0.43401 -1.95188 -5.24288  0.00
H: 0.86192 -4.77817 -4.34964  0.00
H: 1.49902 -1.69121 -5.29771  0.00
H: 2.22067 -3.71492 -3.85298  0.00
P: -2.78413 2.98328 0.83545  -0.08
C: -2.23309 3.59205 2.43885  0.00
C: -2.79699 4.30308 -0.38411  0.00
H: -5.00066 2.51797 0.03922  0.00
H: -4.97495 2.98144 1.77858  0.00
H: -4.49118 1.32967 1.26693  0.00
C: -4.48530 2.39104 0.99634  -0.01
H: -3.25988 3.91568 -1.29932  0.00
H: -3.38196 5.14273 0.00588  0.00
H: -3.16132 3.66607 3.03952  0.00
H: -1.80897 4.60777 2.30671  0.00
H: -1.77542 4.62429 -0.60647  0.00
H: -1.48416 2.91258 2.96530  -0.01
Cl: -1.86800 0.35387 -0.37506  -0.01
C: 1.53339 -0.75704 0.78929  0.09
N: 0.73415 0.26325 1.39646  -0.05
C: 1.48268 1.52069 1.57114  0.03
N: 2.78254 1.29248 2.38497  0.00
C: 3.53297 0.17801 1.72919  0.00
N: 2.73401 -1.08244 1.60276  0.00
C: 2.27745 -1.48129 2.96737  0.00
N: 1.50492 -0.40272 3.67722  0.00
C: 0.29826 -0.06684 2.77449  0.04
C: 2.34831 0.81411 3.71696  0.00
H: 1.89415 -0.41911 -0.18792  0.01
H: 0.93291 -1.68297 0.72661  -0.08
H: 0.86502 2.25684 2.14956  0.00
H: 1.83028 1.91654 0.61488  0.02
H: 4.43425 -0.05925 2.31752  0.00
H: 3.82802 0.50013 0.72123  0.00
H: 1.62878 -2.35882 2.84923  0.00
H: 3.17332 -1.74428 3.55270  0.00
H: -0.20862 0.81517 3.24889  0.02
H: -0.31707 -0.97197 2.81421  0.02
H: 3.24411 0.60155 4.31649  0.00
H: 1.76454 1.62352 4.17734  0.00

Forces on the atoms, in the same order (eV/Å):
C 0.16 2.06 -1.33
I -1.06 -2.28 2.71
H -0.01 -0.03 -0.07
H -0.55 -0.31 -0.39
H 0.64 -0.50 -0.26
W -1.82 -0.38 -1.06
P 0.44 -0.30 -1.38
C 0.17 -0.50 0.25
C -0.45 -0.05 0.11
H 0.20 0.35 0.16
H 0.04 0.15 0.13
H 0.35 -0.17 0.09
H 0.09 -0.20 0.06
H 0.01 0.22 -0.73
H 0.18 0.06 -0.47
C -0.10 0.21 0.08
H 0.14 0.25 0.06
H -0.24 -0.08 -0.01
H -0.35 -0.04 -0.05
P -0.18 -0.03 -0.32
C -0.37 1.05 -0.09
C 0.36 0.06 -0.11
H 0.01 -0.01 0.21
H -0.11 -0.13 -0.23
H -0.11 0.22 0.01
C 0.15 -0.23 0.00
H 0.06 0.11 0.18
H 0.01 -0.10 -0.13
H 0.88 -0.37 0.36
H 0.09 -0.69 0.30
H -0.18 0.06 0.02
H -0.27 0.40 0.26
Cl 0.48 0.24 0.61
C 1.73 -2.25 0.05
N -1.10 2.03 1.46
C 3.88 -0.85 -0.10
N -2.08 -0.44 -0.22
C -0.17 -0.44 -0.45
N -1.08 1.73 0.58
C -0.11 -0.06 -0.62
N -0.73 1.22 -1.66
C 2.31 -3.05 1.17
C 0.12 0.19 0.27
H -0.34 0.05 0.17
H 0.34 0.89 -0.05
H 0.15 0.64 0.06
H -0.39 0.10 -0.05
H -0.37 0.39 -0.16
H 0.06 -0.08 0.29
H 0.22 0.11 0.23
H -0.54 0.16 -0.01
H -0.29 0.23 0.31
H -0.19 0.38 -0.33
H -0.33 0.15 -0.09
H 0.26 -0.19 0.18

Entry 2:
Entry from the OMol25 dataset: a 4-piece molecular cluster, C3H9N3 overall at a distorted geometry (the ωB97M-V functional and the def2-TZVPD basis).

Calculated values
HOMO-LUMO gap   0.3305 Eh
Highest occupied orbital energy   -0.31928 Ha

Last column: natural (NBO) charge in e.
Atoms and positions in Å:
C: 1.90588 0.41136 -0.88352  -0.69
C: 0.94292 -0.57831 -0.28633  0.03
N: 1.15221 -1.80439 -0.04347  -0.61
H: 2.14044 -2.06098 -0.13611  0.32
H: 0.10806 0.06524 1.03366  0.12
H: 2.90979 -0.01070 -0.97937  0.21
H: 1.95590 1.30442 -0.25666  0.22
H: 1.56065 0.73564 -1.86718  0.23
N: -1.68087 0.12441 -0.57748  -0.78
C: -2.05017 0.46628 0.57749  0.61
N: -2.96476 0.86544 1.30847  -0.69
H: -2.25656 -0.45992 -1.16398  0.42
H: -0.28003 -0.28209 -0.48723  0.28
H: -2.87238 0.76920 2.30860  0.38
H: -0.57111 0.45440 1.45312  -0.04

Forces on the atoms, in the same order (eV/Å):
C 0.24 0.00 0.48
C -1.33 -0.15 -1.80
N 0.23 -0.05 0.57
H 0.00 0.06 -0.17
H -1.65 0.98 1.10
H -0.02 0.03 0.01
H 0.05 0.06 -0.04
H -0.08 -0.09 0.04
N -0.04 1.11 1.23
C -2.01 -0.86 -2.42
N 0.80 0.23 0.60
H -0.07 -0.18 0.33
H 2.25 -0.39 0.56
H 0.02 0.00 0.12
H 1.60 -0.73 -0.61

Entry 3:
Entry from the OMol25 dataset: C2H4Br2 in the gas phase at a distorted geometry (the ωB97M-V functional and the def2-TZVPD basis).

Calculated values
HOMO-LUMO gap   0.3985 Eh
SMILES   BrCCBr
Highest occupied orbital energy   -0.38509 Ha

Last column: natural (NBO) charge in e.
Atoms and positions in Å:
Br: -1.59914 -1.73665 -0.36872  -0.07
C: -0.65954 -0.01796 0.25685  -0.39
C: 0.73406 0.04787 -0.29814  -0.44
Br: 1.54393 1.69504 0.46701  -0.01
H: -0.66796 -0.04020 1.34659  0.22
H: -1.35001 0.78049 -0.01490  0.23
H: 0.68341 0.09710 -1.38584  0.23
H: 1.31525 -0.82570 -0.00284  0.23

Forces on the atoms, in the same order (eV/Å):
Br 0.77 1.19 0.43
C -1.02 -0.77 0.47
C -0.48 0.11 -0.10
Br -0.17 -0.72 -0.48
H 0.07 -0.38 -0.12
H 0.36 -0.09 -0.43
H 0.37 0.33 0.14
H 0.09 0.34 0.10

Entry 4:
Entry from the OMol25 dataset: C4H7O2Pr as an isolated structure at a distorted geometry (the ωB97M-V functional and the def2-TZVPD basis).

Calculated values
Spin multiplicity   3
HOMO-LUMO gap (alpha / beta)   0.1663 / 0.2218 Eh
Total charge   +2
<S²>   2.109
Highest occupied orbital energy (alpha / beta)   -0.58870 / -0.58872 Ha

Last column: Mulliken spin population.
Atoms and positions in Å:
C: -0.04766 -0.95819 -0.51443  0.00
C: 0.48231 0.11481 0.10619  0.00
C: -0.35867 1.24675 0.37447  0.00
O: 0.09541 2.36574 0.65244  0.00
Pr: -0.59147 4.94285 1.50053  2.17
H: -1.13224 -1.01571 -0.66000  0.00
H: 1.54054 0.17808 0.36817  0.00
H: -1.44309 1.12884 0.19849  0.00
H: -2.06107 5.04919 2.82619  -0.17
O: 0.07483 -3.32557 -0.96332  0.00
C: 0.74467 -2.09443 -1.07405  0.00
H: 1.74769 -2.12597 -0.62050  0.00
H: 0.06871 -3.60727 -0.04354  0.00
H: 0.88004 -1.89913 -2.15066  0.00

Forces on the atoms, in the same order (eV/Å):
C -0.33 -0.03 -0.09
C 0.02 0.38 0.45
C -0.10 -1.24 -0.98
O -0.35 2.73 1.20
Pr 0.04 -1.60 -0.18
H 0.26 0.00 -0.07
H -0.24 0.08 -0.27
H 0.22 -0.08 0.18
H 0.52 -0.25 -0.46
O -0.10 0.31 -0.09
C 0.20 -0.22 0.15
H -0.16 0.07 -0.12
H 0.05 -0.13 0.05
H -0.04 -0.01 0.22

Entry 5:
Entry from the OMol25 dataset: a 13-piece molecular cluster, H26O13 overall at a distorted geometry (the ωB97M-V functional and the def2-TZVPD basis).

Calculated values
HOMO-LUMO gap   0.3699 Eh
Highest occupied orbital energy   -0.37623 Ha

Last column: natural (NBO) charge in e.
Atoms and positions in Å:
H: -0.15466 0.50444 -1.09465  0.48
H: 0.21120 -0.59545 -0.11157  0.45
H: -2.47972 2.30439 -1.66008  0.46
H: -1.38745 3.33108 -1.91089  0.47
H: 2.62841 -2.31101 -2.07161  0.47
H: 2.35247 -2.13151 -0.58780  0.46
H: -1.11657 -1.74467 -3.26642  0.47
H: 0.22069 -1.56346 -3.96564  0.45
H: 4.15804 0.96052 0.44918  0.47
H: 2.71183 1.42299 0.51744  0.45
H: -0.32572 5.23132 -2.77529  0.47
H: 0.53988 4.59693 -1.69904  0.45
H: -4.04991 0.77697 1.13548  0.47
H: -3.41384 -0.14216 2.16537  0.48
H: 0.92297 2.07366 0.29599  0.44
H: 0.42835 3.31263 -0.43225  0.45
H: 3.18455 -1.72161 3.44923  0.46
H: 1.82354 -1.14885 3.80929  0.47
H: -1.13849 -4.57944 1.40671  0.47
H: -0.50055 -4.42417 2.77746  0.47
H: -1.36926 0.67904 2.68571  0.48
H: -1.80198 0.69594 4.14259  0.48
H: -1.93530 1.62176 -4.36283  0.46
H: -0.43478 1.52564 -4.14092  0.47
H: 1.64474 -4.93013 1.71861  0.48
H: 0.66951 -3.77299 1.57718  0.48
O: -0.44190 -0.36021 -0.78024  -0.94
O: -1.71011 2.71161 -1.24671  -0.94
O: 2.63008 -1.64673 -1.37324  -0.93
O: -0.30188 -1.23114 -3.22708  -0.92
O: 3.31379 0.75629 0.86693  -0.92
O: -0.24043 5.14991 -1.81869  -0.92
O: -4.17634 0.43070 2.02605  -0.95
O: 0.12267 2.57836 0.11217  -0.89
O: 2.76499 -0.94381 3.83393  -0.93
O: -1.31811 -4.25427 2.29608  -0.95
O: -1.48466 0.10445 3.45090  -0.95
O: -1.27716 1.46342 -3.67670  -0.93
O: 0.73111 -4.73047 1.48535  -0.95

Forces on the atoms, in the same order (eV/Å):
H -0.31 0.10 -0.10
H -0.07 0.01 -0.12
H 0.17 -0.02 -0.07
H -0.18 -0.03 0.11
H -0.11 0.10 0.05
H 0.03 0.13 -0.09
H 0.00 0.14 0.15
H -0.07 -0.03 -0.02
H -0.06 -0.10 0.00
H 0.26 -0.11 0.06
H 0.04 0.12 0.00
H 0.08 0.31 -0.21
H -0.04 -0.01 0.08
H 0.02 -0.06 0.18
H -0.04 0.10 0.22
H -0.30 -0.17 0.30
H 0.05 0.16 0.04
H -0.03 0.16 0.06
H -0.29 -0.09 0.46
H -0.74 -0.28 -0.10
H 0.05 0.06 -0.01
H -0.05 -0.07 -0.06
H 0.03 -0.05 0.00
H -0.04 -0.23 0.09
H 0.12 -0.19 -0.24
H -0.01 0.06 -0.19
O 0.03 0.00 0.74
O -1.36 0.12 -0.46
O 0.18 -0.20 0.02
O 0.29 -0.43 -0.64
O -0.06 0.15 -0.06
O 0.12 -0.13 -0.16
O 0.01 0.07 -0.22
O 1.44 -0.22 0.68
O -0.08 -0.30 -0.04
O -1.60 0.65 0.59
O 0.10 0.02 -0.04
O -0.10 0.39 -0.47
O 2.50 -0.16 -0.52

Entry 6:
Entry from the OMol25 dataset: a 2-piece molecular cluster, C5H14S overall at a distorted geometry (the ωB97M-V functional and the def2-TZVPD basis).

Calculated values
HOMO-LUMO gap   0.3467 Eh
SMILES   CCC.CSC
Highest occupied orbital energy   -0.30946 Ha

Last column: natural (NBO) charge in e.
Atoms and positions in Å:
C: 0.72897 -2.72626 -0.79923  -0.61
C: 0.36457 -1.23141 -0.63025  -0.41
C: 0.98899 -0.45610 -1.78257  -0.61
H: 1.01450 -3.21662 0.13362  0.21
H: -0.12123 -3.29709 -1.16955  0.20
H: 1.54940 -2.91211 -1.47387  0.20
H: -0.71919 -1.21141 -0.69110  0.21
H: 0.73642 -0.86192 0.31817  0.20
H: 0.97622 0.62751 -1.67181  0.20
H: 0.63324 -0.68170 -2.78834  0.21
H: 2.03963 -0.75352 -1.85474  0.20
C: -1.30143 1.48166 2.61237  -0.75
S: -1.70996 1.06192 0.91035  0.18
C: -0.56021 2.23729 0.13264  -0.74
H: -0.30359 1.11413 2.87361  0.21
H: -1.29661 2.56240 2.73597  0.21
H: -1.95948 0.91940 3.26869  0.23
H: 0.42642 2.02036 0.53666  0.22
H: -0.95772 3.23921 0.28153  0.22
H: -0.52895 2.08424 -0.94214  0.23

Forces on the atoms, in the same order (eV/Å):
C -0.30 -0.35 0.62
C 0.24 -1.18 -1.21
C 0.85 0.23 -0.23
H -0.08 0.16 0.14
H -0.05 0.01 -0.14
H 0.35 0.17 -0.35
H -0.04 0.54 0.44
H -0.22 0.18 0.14
H -0.13 0.00 0.09
H -0.59 -0.18 0.16
H 0.14 0.23 0.20
C 0.69 -0.49 -0.07
S -0.06 0.22 -0.16
C -0.54 -0.47 -0.09
H 0.07 0.11 -0.22
H -0.41 -0.04 0.32
H -0.39 0.44 0.07
H 0.09 0.53 0.03
H 0.49 0.14 0.31
H -0.11 -0.25 -0.04